# 1
34
Properties=species:S:1:pos:R:3 method="wB97M-V/def2-TZVPD" spin_multiplicity=1 charge=-1 homo_energy_ha=-0.1976 orbital_gap_ev=7.6
K -1.214 0.218 -0.443
F -3.487 -1.298 -0.271
O 2.570 -1.114 -2.880
C 2.221 -0.598 -1.724
O 1.203 0.107 -1.751
O 2.913 -0.775 -0.693
H 1.948 -0.534 -3.325
C -1.099 -3.081 -2.909
C -1.160 -3.815 -1.566
O -1.291 -2.905 -0.545
H -0.234 -2.419 -2.961
H -2.046 -2.598 -3.151
H -0.945 -3.707 -3.788
H -0.269 -4.411 -1.371
H -2.066 -4.417 -1.483
H -2.131 -2.451 -0.645
C -1.367 4.477 0.542
C -0.663 3.305 1.252
O -1.675 2.295 1.277
H -1.444 4.261 -0.523
H -0.833 5.396 0.780
H -2.390 4.583 0.903
H -0.536 3.537 2.310
H 0.272 2.963 0.808
H -2.424 2.693 1.727
C 2.622 0.194 2.559
C 1.063 0.065 2.408
O 0.782 -0.799 1.333
H 3.105 0.626 1.683
H 3.103 -0.724 2.896
H 2.897 0.888 3.353
H 0.605 1.046 2.279
H 0.519 -0.334 3.264
H 1.450 -0.673 0.655

=====

# 2
30
Properties=species:S:1:pos:R:3 method="wB97M-V/def2-TZVPD" spin_multiplicity=1 charge=-1 homo_energy_ha="0.0108 / 0.0214" orbital_gap_ev="3.0 / 2.6" relative_energy_kcal_mol=39.8
C 5.016 -0.020 0.705
Hg 2.407 0.413 -0.629
N 3.090 0.866 -2.546
H 1.456 -0.191 1.006
H 4.187 -0.644 0.359
H 5.331 -0.363 1.680
H 4.755 1.025 0.751
H 5.864 -0.215 -0.026
H 2.598 1.697 -2.841
H 2.960 0.107 -3.196
H 4.069 1.055 -2.397
O 0.679 -0.918 0.756
C -0.566 -0.605 0.291
C -1.493 -1.470 1.089
C -2.492 -0.636 1.835
C -3.582 -0.052 0.968
C -3.155 0.938 -0.097
C -2.273 0.372 -1.192
N -0.885 0.139 -0.708
H -1.963 -2.195 0.407
H -0.854 -2.021 1.773
H -2.957 -1.300 2.570
H -1.973 0.147 2.410
H -4.124 -0.874 0.484
H -4.302 0.447 1.628
H -4.061 1.302 -0.591
H -2.677 1.820 0.344
H -2.665 -0.583 -1.566
H -2.235 1.070 -2.041
H -0.153 0.690 -1.229

=====

# 3
33
Properties=species:S:1:pos:R:3 method="wB97M-V/def2-TZVPD" spin_multiplicity=2 charge=+1 homo_energy_ha="-0.4554 / -0.4553" orbital_gap_ev="8.4 / 4.0"
K -14.345 -13.641 -7.035
O -14.275 -17.582 -4.203
C -14.315 -16.494 -5.012
O -14.018 -16.593 -6.176
O -14.547 -15.369 -4.638
H -14.444 -17.008 -3.452
C -15.024 -12.163 -1.449
C -14.131 -13.290 -1.901
O -13.933 -13.204 -3.265
H -15.896 -11.959 -2.071
H -14.454 -11.235 -1.491
H -15.271 -12.358 -0.405
H -14.539 -14.258 -1.609
H -13.170 -13.255 -1.388
H -14.141 -14.111 -3.500
C -17.128 -19.459 -6.142
C -15.736 -19.944 -6.446
O -15.087 -20.054 -5.224
H -17.848 -20.133 -5.679
H -17.623 -19.183 -7.072
H -17.018 -18.564 -5.531
H -15.153 -19.222 -7.018
H -15.797 -20.812 -7.103
H -14.575 -19.256 -5.077
C -10.826 -19.165 -3.670
C -11.617 -19.913 -4.712
O -11.957 -18.998 -5.691
H -9.924 -18.674 -4.035
H -10.561 -19.856 -2.870
H -11.336 -18.378 -3.114
H -12.554 -20.307 -4.318
H -11.086 -20.728 -5.203
H -12.120 -18.139 -5.294

=====

Electronic energy readings, ordered: -1429.46002, -616.05671, -1329.15052 Ha